{"formula": "C5H17NO2", "method": "ωB97M-V/def2-TZVPD", "species": ["C", "C", "C", "C", "C", "N", "H", "H", "H", "H", "H", "H", "H", "H", "H", "H", "H", "H", "H", "O", "H", "H", "O", "H", "H"], "positions_angstrom": [[0.14144, 2.31896, 1.30863], [0.54367, 0.88568, 1.08174], [-0.69001, -0.07627, 1.05692], [-1.76791, 0.13520, -0.01205], [-1.52961, 0.21262, -1.52951], [-1.12387, -1.08693, -2.08907], [-0.42641, 2.91352, 0.60570], [0.84297, 2.85373, 1.92862], [-0.53355, 2.25504, 2.16839], [1.11224, 0.67499, 0.19439], [1.32381, 0.50879, 1.78806], [-1.14850, -0.05123, 2.05641], [-0.31304, -1.12590, 1.05594], [-2.45202, 1.00620, 0.19715], [-2.44676, -0.72700, 0.07834], [-0.82839, 1.09145, -1.70927], [-2.37203, 0.47659, -2.18898], [-1.94887, -1.42008, -2.55913], [-0.48779, -1.63183, -1.54215], [1.29041, -3.45887, 0.07860], [2.24341, -3.34406, -0.00234], [0.93281, -2.71880, -0.45201], [2.95300, -0.16591, -0.49537], [3.41773, 0.13748, -1.27906], [3.26729, 0.33663, 0.26005]], "nbo_charge": [-0.65, -0.43, -0.40, -0.43, -0.21, -0.88, 0.22, 0.22, 0.20, 0.23, 0.20, 0.21, 0.20, 0.20, 0.20, 0.17, 0.19, 0.38, 0.36, -0.93, 0.47, 0.46, -0.95, 0.48, 0.48], "total_energy_ev": -11044.4090, "total_charge": 0, "lumo_ev": 0.5, "max_force_ha_per_bohr": 0.0519, "molar_mass_g_mol": 123.196}

=====

{"formula": "C32H52N4O4", "method": "ωB97M-V/def2-TZVPD", "species": ["C", "N", "C", "O", "O", "C", "C", "C", "C", "C", "C", "H", "H", "H", "N", "C", "H", "H", "H", "C", "H", "H", "H", "C", "H", "H", "H", "H", "C", "H", "H", "C", "C", "C", "C", "C", "C", "C", "C", "H", "H", "C", "N", "C", "O", "O", "C", "C", "C", "C", "C", "C", "H", "H", "H", "N", "C", "H", "H", "H", "C", "H", "H", "H", "C", "H", "H", "H", "H", "C", "H", "H", "H", "H", "H", "H", "H", "H", "H", "H", "H", "H", "H", "H", "H", "H", "H", "H", "H", "H", "H", "H"], "positions_angstrom": [[0.62972, 4.24442, 4.96224], [0.33406, 5.02878, 3.78210], [-0.69213, 5.88203, 3.81741], [-1.39391, 6.10387, 4.77847], [-0.87209, 6.50280, 2.59250], [-1.78207, 7.49569, 2.40905], [-2.28646, 8.28741, 3.43427], [-3.21949, 9.27815, 3.15925], [-3.62238, 9.51591, 1.85733], [-3.08652, 8.74342, 0.83324], [-2.18397, 7.73695, 1.09464], [-1.77860, 7.12866, 0.30301], [-3.39674, 8.93394, -0.18146], [-4.33716, 10.27618, 1.59684], [-3.75745, 10.04302, 4.31668], [-4.44014, 9.10124, 5.23050], [-5.26393, 8.61877, 4.70695], [-3.75636, 8.32948, 5.57636], [-4.83075, 9.63843, 6.09309], [-2.64231, 10.71226, 5.01912], [-1.94221, 9.98265, 5.41734], [-2.11155, 11.36305, 4.32591], [-3.02779, 11.30901, 5.84415], [-4.72884, 11.07763, 3.91642], [-5.58222, 10.62578, 3.41476], [-4.25950, 11.80628, 3.25818], [-5.08826, 11.59618, 4.80404], [-1.95314, 8.08170, 4.43625], [1.15026, 4.78747, 2.60780], [1.14673, 5.68232, 1.98350], [2.17327, 4.61102, 2.95077], [0.66908, 3.58592, 1.79005], [1.55434, 3.38416, 0.56184], [1.17556, 2.16020, -0.27350], [1.46426, 0.83544, 0.43360], [1.38259, -0.37719, -0.49818], [2.57484, -0.46869, -1.44930], [2.53827, -1.69087, -2.36785], [2.72601, -3.01346, -1.62324], [3.53913, -2.90175, -0.90471], [1.81932, -3.27401, -1.07550], [3.06181, -4.14061, -2.60332], [3.17948, -5.43142, -1.95256], [2.36914, -6.47150, -2.16307], [2.46480, -7.55543, -1.63395], [1.36994, -6.17144, -3.07678], [0.49357, -7.11645, -3.51097], [0.79382, -8.47756, -3.55676], [-0.15700, -9.37740, -4.00518], [-1.39059, -8.92603, -4.45459], [-1.66569, -7.56784, -4.44430], [-0.74086, -6.66210, -3.96806], [-0.95482, -5.60641, -3.94106], [-2.62189, -7.22073, -4.80100], [-2.15119, -9.60004, -4.81351], [0.11677, -10.84042, -4.00005], [-0.86156, -11.49745, -3.10777], [-0.76832, -11.08802, -2.10308], [-1.87744, -11.33112, -3.45677], [-0.67452, -12.56955, -3.07454], [-0.01241, -11.36553, -5.37518], [0.68743, -10.84935, -6.03047], [0.20784, -12.43175, -5.38865], [-1.01885, -11.21415, -5.75645], [1.46866, -11.17431, -3.51051], [1.59274, -12.25616, -3.51387], [1.60842, -10.81340, -2.49311], [2.22670, -10.73884, -4.15839], [1.76125, -8.78253, -3.20454], [4.26898, -5.59434, -1.01128], [5.18833, -5.20772, -1.45033], [4.38563, -6.65309, -0.79109], [4.06230, -5.06383, -0.08119], [4.01693, -3.92138, -3.09382], [2.28889, -4.20286, -3.36857], [1.59440, -1.70786, -2.91625], [3.34291, -1.58864, -3.09986], [3.49755, -0.49023, -0.86495], [2.60507, 0.42307, -2.07699], [1.34688, -1.27914, 0.11533], [0.45687, -0.32951, -1.07575], [0.74762, 0.69689, 1.24528], [2.46299, 0.87274, 0.87474], [0.11681, 2.20890, -0.53679], [1.74794, 2.20206, -1.20088], [2.59394, 3.28504, 0.88211], [1.48841, 4.27460, -0.06762], [-0.36398, 3.75174, 1.47799], [0.69545, 2.69191, 2.41320], [0.53922, 3.18040, 4.74347], [-0.07657, 4.51022, 5.74505], [1.64471, 4.45432, 5.30277]], "nbo_charge": [-0.41, -0.42, 0.89, -0.66, -0.52, 0.41, -0.33, 0.13, -0.25, -0.17, -0.23, 0.24, 0.24, 0.23, -0.22, -0.41, 0.24, 0.25, 0.23, -0.41, 0.24, 0.24, 0.23, -0.41, 0.24, 0.24, 0.24, 0.27, -0.21, 0.22, 0.20, -0.41, -0.39, -0.39, -0.39, -0.39, -0.39, -0.39, -0.41, 0.20, 0.21, -0.21, -0.42, 0.89, -0.66, -0.52, 0.41, -0.32, 0.13, -0.25, -0.17, -0.23, 0.24, 0.24, 0.22, -0.22, -0.41, 0.24, 0.24, 0.23, -0.41, 0.24, 0.23, 0.24, -0.42, 0.24, 0.25, 0.24, 0.27, -0.42, 0.21, 0.25, 0.20, 0.20, 0.23, 0.20, 0.20, 0.20, 0.20, 0.20, 0.20, 0.20, 0.19, 0.20, 0.20, 0.20, 0.20, 0.20, 0.20, 0.20, 0.25, 0.21], "total_energy_ev": -48166.1102, "total_charge": 2, "lumo_ev": -3.0, "max_force_ha_per_bohr": 0.0208, "molar_mass_g_mol": 556.792}

=====

{"formula": "C17H17N5O5S", "method": "ωB97M-V/def2-TZVPD", "species": ["C", "C", "C", "N", "C", "C", "C", "C", "O", "C", "O", "C", "O", "C", "C", "C", "C", "S", "C", "N", "C", "N", "N", "C", "N", "O", "O", "C", "H", "H", "H", "H", "H", "H", "H", "H", "H", "H", "H", "H", "H", "H", "H", "H", "H"], "positions_angstrom": [[0.18662, 5.36350, 2.36394], [-0.15140, 4.21698, 2.92195], [0.39726, 2.88011, 2.50467], [0.73740, 2.05352, 3.64403], [1.97854, 2.39743, 4.33243], [1.86202, 3.68178, 5.10574], [1.40672, 3.72554, 6.34394], [-0.09984, 1.19442, 4.26418], [0.11024, 0.74223, 5.36945], [-1.38183, 0.78516, 3.51969], [-1.21303, 0.42234, 2.15151], [-0.30109, -0.52811, 1.89007], [0.39411, -1.04197, 2.72471], [-0.24771, -0.85765, 0.44092], [-1.12847, -0.29917, -0.49101], [-1.06176, -0.63818, -1.82404], [-0.10804, -1.55054, -2.28008], [0.04390, -2.04680, -3.95029], [-1.21246, -1.17628, -4.81939], [-2.11134, -0.27736, -4.47405], [-2.76230, -0.01370, -5.62641], [-2.32086, -0.69086, -6.65501], [-1.33382, -1.43235, -6.14428], [0.77892, -2.10346, -1.33849], [1.77543, -3.03189, -1.75276], [2.53542, -3.48405, -0.92792], [1.80229, -3.31625, -2.94233], [0.70620, -1.76197, 0.00615], [-0.24477, 6.29823, 2.67713], [0.90815, 5.41437, 1.56460], [-0.87258, 4.18269, 3.72765], [-0.34727, 2.37454, 1.88606], [1.29716, 3.01778, 1.89643], [2.77074, 2.46583, 3.58196], [2.18966, 1.57139, 5.01447], [2.14421, 4.58638, 4.58421], [1.30449, 4.65251, 6.88273], [1.11538, 2.82650, 6.86113], [-2.10355, 1.60524, 3.51670], [-1.79211, -0.06417, 4.07519], [-1.87593, 0.40356, -0.15862], [-1.74800, -0.20206, -2.53387], [-3.56709, 0.68835, -5.68437], [-0.80011, -2.06632, -6.71814], [1.39608, -2.20745, 0.70844]], "nbo_charge": [-0.39, -0.18, -0.27, -0.43, -0.27, -0.20, -0.37, 0.67, -0.61, -0.17, -0.51, 0.78, -0.56, -0.20, -0.06, -0.28, -0.14, 0.42, 0.16, -0.53, 0.14, -0.27, -0.36, 0.04, 0.52, -0.36, -0.39, -0.13, 0.20, 0.19, 0.20, 0.23, 0.21, 0.20, 0.25, 0.20, 0.20, 0.21, 0.21, 0.23, 0.23, 0.28, 0.20, 0.42, 0.27], "total_energy_ev": -46423.9141, "total_charge": 0, "lumo_ev": -1.0, "max_force_ha_per_bohr": 0.0268, "molar_mass_g_mol": 403.420}

=====

{"formula": "C2H3N2O2", "method": "ωB97M-V/def2-TZVPD", "species": ["C", "C", "N", "N", "O", "O", "H", "H", "H"], "positions_angstrom": [[0.80012, 1.57506, -1.10900], [-0.19741, -1.51464, 0.63342], [1.55330, 1.78911, -1.99492], [0.49150, 1.25857, 0.06550], [-0.90769, 1.20612, 0.31971], [0.77191, -0.91241, 0.32183], [-0.93360, -1.87687, 0.05156], [-1.29052, 0.31318, 0.04818], [-0.28761, -1.83811, 1.66373]], "nbo_charge": [0.36, 0.14, -0.61, -0.38, -0.62, -0.44, 0.08, 0.40, 0.06], "total_energy_ev": -9194.1309, "total_charge": -1, "lumo_ev": [4.0, 4.0], "max_force_ha_per_bohr": 0.0822, "molar_mass_g_mol": 87.058}